181
Properties=species:S:1:pos:R:3 method="wB97M-V/def2-TZVPD" gap_ev="7.7 / 2.9" lumo_energy_ev="-0.49 / -5.33" homo_energy_ha="-0.3019 / -0.3019" spin_multiplicity=2 energy_ha=-3878.7118
O -1.2963 1.8416 -3.8676
C -0.9039 2.1061 -2.7406
O -1.0581 1.3912 -1.6541
B -0.3694 2.0412 -0.5001
O 0.1327 3.3174 -1.0189
C -0.1229 3.3926 -2.3445
O 0.1688 4.3121 -3.1628
O 0.7221 1.2037 0.0217
C 0.4470 0.8245 1.2217
O 1.1753 0.1319 1.9749
C -0.8514 1.4836 1.6382
O -1.2836 2.2442 0.6460
O -1.4526 1.2958 2.6636
C 1.0084 -7.4520 3.7076
O 0.6481 -6.0943 3.3010
C -0.2763 -5.5262 4.2401
C -0.4887 -3.9834 4.0056
N -0.8717 -3.7931 2.6002
C -0.9574 -2.4172 2.2054
C -1.0993 -2.2317 0.6643
O 0.1121 -2.3240 0.0162
C 0.5212 -3.6323 -0.2825
H 1.7174 -7.9375 3.0370
H 0.1781 -8.1481 3.5886
H 1.4949 -7.5833 4.6741
H -0.0124 -5.8462 5.2481
H -1.2553 -5.9860 4.1047
H 0.4826 -3.5572 4.2567
H -1.1454 -3.5267 4.7460
H -0.4501 -4.5096 2.0267
H -0.0836 -1.8410 2.5099
H -1.7568 -1.8565 2.6897
H -1.5290 -1.2485 0.4726
H -1.8113 -3.0052 0.3764
H 1.4497 -3.6422 -0.8534
H -0.2986 -4.0720 -0.8506
H 0.6287 -4.2181 0.6304
C -1.6072 -5.8983 12.7989
O -2.5775 -5.3339 11.9392
C -1.9955 -4.2173 11.2170
C -3.0224 -3.4992 10.3620
N -2.3685 -2.3031 9.7321
C -3.0602 -1.9678 8.5071
C -2.4528 -0.7378 7.7617
O -2.9394 -0.8333 6.3575
C -2.5641 0.2170 5.5107
H -0.8962 -6.5081 12.2415
H -2.1824 -6.6569 13.3296
H -1.1675 -5.2141 13.5246
H -1.2605 -4.6524 10.5399
H -1.5206 -3.5005 11.8869
H -3.8181 -2.9921 10.9076
H -3.4398 -4.1889 9.6284
H -2.3610 -1.4720 10.3059
H -4.0514 -1.6684 8.8474
H -3.0534 -2.8614 7.8829
H -1.3696 -0.8583 7.7417
H -2.5514 0.2581 8.1935
H -2.9908 0.0333 4.5247
H -1.4865 0.3570 5.4259
H -3.0565 1.0839 5.9513
C 2.3981 1.1187 -4.6102
O 1.2475 0.2529 -4.4728
C 1.6816 -0.9073 -3.7523
C 0.5786 -1.7977 -3.2895
N -0.3365 -2.0982 -4.3452
C -1.5113 -2.7294 -3.7456
C -2.5033 -1.6279 -3.1558
O -2.7444 -0.5079 -4.0205
C -3.9971 0.0473 -3.6689
H 3.2730 0.6695 -5.0803
H 2.7296 1.4837 -3.6381
H 2.0482 1.9740 -5.1882
H 2.1300 -0.5498 -2.8253
H 2.4112 -1.5097 -4.2935
H 0.1601 -1.2401 -2.4516
H 1.0970 -2.6540 -2.8582
H 0.0984 -2.8771 -4.8188
H -1.1905 -3.4955 -3.0398
H -2.0840 -3.2272 -4.5282
H -2.1821 -1.2702 -2.1776
H -3.4557 -2.1169 -2.9509
H -3.9274 0.5490 -2.7038
H -4.8802 -0.5909 -3.6402
H -4.1950 0.8607 -4.3669
C -5.0342 5.1890 0.5906
O -5.4602 3.9111 1.0222
C -4.6835 3.3855 2.1360
C -5.4678 2.2325 2.8571
N -5.7675 1.0108 2.0652
C -4.6327 0.3371 1.5227
C -5.0570 -0.8501 0.6159
O -5.8804 -0.4631 -0.4919
C -6.2872 -1.6378 -1.1789
H -5.5488 5.4297 -0.3396
H -3.9528 5.2231 0.4577
H -5.4004 5.8760 1.3535
H -4.5054 4.2225 2.8110
H -3.7690 2.9662 1.7163
H -6.3313 2.6091 3.4053
H -4.8768 1.9122 3.7151
H -6.3639 1.2683 1.2919
H -4.0470 -0.0529 2.3551
H -3.9548 1.0068 0.9934
H -5.5392 -1.6609 1.1620
H -4.1183 -1.1942 0.1818
H -6.9457 -1.2624 -1.9621
H -6.7377 -2.4386 -0.5924
H -5.4889 -2.1359 -1.7291
C 2.9165 -2.9480 2.9284
O 4.2553 -2.5161 3.3010
C 5.0887 -2.1492 2.1889
C 4.4064 -0.9788 1.3691
N 5.1367 -0.6494 0.1357
C 4.4629 0.3039 -0.6908
C 5.1218 0.3118 -2.0638
O 4.9270 -0.8824 -2.8706
C 5.8139 -0.9310 -3.9912
H 2.2594 -2.0926 2.7714
H 2.5367 -3.4782 3.8018
H 2.9289 -3.6163 2.0674
H 5.3427 -3.0622 1.6504
H 6.0311 -1.7551 2.5693
H 4.3235 -0.0861 1.9890
H 3.3831 -1.2802 1.1450
H 5.1170 -1.5312 -0.3564
H 4.5518 1.2847 -0.2236
H 3.3980 0.0722 -0.7128
H 6.1840 0.4495 -1.8618
H 4.8112 1.1893 -2.6309
H 5.9101 -1.9356 -4.4031
H 6.7638 -0.4677 -3.7243
H 5.3354 -0.3308 -4.7650
C -0.4453 3.8739 -6.3103
O -1.5580 2.9555 -6.3767
C -2.7373 3.6409 -6.7535
C -3.9620 2.6471 -6.8948
N -3.6384 1.4027 -7.5206
C -3.5014 1.5516 -8.9929
C -3.0682 0.3262 -9.8159
O -1.7626 -0.0987 -9.5865
C -0.7549 0.4317 -10.4493
H -0.6552 4.6823 -5.6100
H -0.1231 4.2157 -7.2939
H 0.5117 3.4848 -5.9629
H -2.6288 4.1566 -7.7076
H -3.0141 4.3820 -6.0036
H -4.8074 3.1499 -7.3646
H -4.3819 2.6125 -5.8895
H -4.5662 1.0104 -7.4462
H -2.9245 2.4128 -9.3300
H -4.4573 1.8420 -9.4288
H -3.1286 0.5950 -10.8705
H -3.7814 -0.4644 -9.5825
H -0.4804 1.4665 -10.2448
H -1.0697 0.2995 -11.4845
H 0.1003 -0.2198 -10.2696
C 6.8058 2.1048 1.5762
O 6.8445 3.4762 1.3265
C 8.0992 3.9132 0.7897
C 8.0391 5.3950 0.4957
N 6.7953 5.9193 -0.1045
C 6.5967 5.5116 -1.4975
C 5.2690 5.9626 -2.0834
O 4.0953 5.4947 -1.4127
C 3.5317 4.2792 -1.9336
H 6.7891 1.6238 0.5982
H 5.9563 1.8127 2.1935
H 7.7220 1.7846 2.0723
H 8.3019 3.4287 -0.1654
H 8.8588 3.6232 1.5157
H 8.9362 5.7786 0.0097
H 8.0850 5.8633 1.4788
H 6.0046 5.6192 0.4475
H 6.4927 4.4268 -1.5212
H 7.3667 5.8104 -2.2087
H 5.2359 5.6343 -3.1223
H 5.1730 7.0478 -2.1209
H 2.6618 4.0259 -1.3276
H 4.2599 3.4683 -1.9188
H 3.1940 4.3391 -2.9683

64
Properties=species:S:1:pos:R:3 method="wB97M-V/def2-TZVPD" gap_ev=6.7 lumo_energy_ev=-3.84 charge=+1 homo_energy_ha=-0.3871 de_lowest_kj_mol=72.8 energy_ha=-1213.2802
C 0.5021 -1.2411 -2.6714
N -0.7315 -1.2142 -1.9194
C -1.4352 -2.5166 -1.8172
C -2.8290 -2.6499 -2.4678
C -3.6591 -1.3703 -2.5467
C -2.8099 -0.2247 -3.0765
C -1.5600 -0.0407 -2.1936
H 1.0285 -0.2798 -2.5269
H 1.1449 -2.0441 -2.3009
H 0.3418 -1.3964 -3.7433
H -0.8034 -3.2841 -2.2901
H -1.4739 -2.7773 -0.7425
H -2.6665 -2.9469 -3.5139
H -3.3873 -3.4515 -1.9700
H -4.5172 -1.5281 -3.2125
H -4.0608 -1.1019 -1.5631
H -2.5146 -0.4468 -4.1151
H -3.3835 0.7149 -3.0573
H -1.9246 0.3499 -1.2306
H -0.8962 0.7331 -2.6083
C 0.5130 -3.4669 1.5856
C 0.0807 -2.1289 2.0500
N -0.4915 -1.9391 3.2594
C -0.5693 -2.9663 4.2858
C -0.6944 -0.5668 3.5017
C -0.1270 0.1429 2.4150
C 0.1498 1.4956 2.5363
C -0.3368 2.1690 3.6654
C -0.9437 1.4620 4.7222
C -1.0421 0.0588 4.6912
C 0.2455 -0.8558 1.4277
C 0.8253 -0.6052 0.1899
C 1.2366 0.6643 -0.2786
C 2.5924 0.8824 -0.6107
C 3.7320 -0.0345 -0.3806
N 2.7287 2.1173 -1.1566
C 4.0127 2.7544 -1.3589
C 1.4874 2.7735 -1.2020
C 0.5277 1.9051 -0.5987
C -0.7370 2.4283 -0.3283
C -1.0832 3.7005 -0.8137
C -0.1322 4.5117 -1.4538
C 1.1995 4.0756 -1.6018
H 0.9305 -3.4190 0.5751
H 1.2867 -3.9092 2.2381
H -0.3165 -4.1902 1.5689
H -1.1859 -2.5687 5.0906
H -1.0186 -3.8746 3.8639
H 0.4336 -3.2036 4.6870
H 0.7504 2.0036 1.7833
H -0.1982 3.2476 3.7161
H -1.2621 2.0163 5.6027
H -1.3849 -0.5254 5.5472
H 1.2896 -1.4683 -0.2635
H 3.3748 -1.0097 -0.0327
H 4.3102 -0.1762 -1.3038
H 4.4222 0.3143 0.4040
H 3.8326 3.7081 -1.8479
H 4.5253 2.9315 -0.4004
H 4.6451 2.1158 -1.9833
H -1.4182 1.8669 0.3157
H -2.1085 4.0633 -0.6967
H -0.4074 5.5193 -1.7629
H 1.9603 4.6969 -2.0807

118
Properties=species:S:1:pos:R:3 method="wB97M-V/def2-TZVPD" gap_ev="3.7 / 8.8" lumo_energy_ev="-1.47 / -1.29" homo_energy_ha="-0.1890 / -0.3700" spin_multiplicity=2 energy_ha=-7917.4795
K -0.0957 5.0119 0.3912
K -2.5245 3.7119 2.5292
N -1.5823 2.6270 0.2837
S -2.7034 1.7681 -0.7542
O -3.9615 1.2860 -0.0922
O -2.2710 1.0718 -1.9515
F -3.3208 3.1283 -1.4336
S -0.5798 1.4964 0.2069
O 0.2751 1.2452 -0.9289
O -0.8973 0.3972 1.1372
F 0.4355 2.3475 1.0936
C 2.7846 -0.5847 0.8674
O 3.8743 0.1985 0.4616
P 5.3443 -0.5574 0.3055
O 5.7048 -1.4075 1.4869
O 5.4613 -1.3712 -1.2015
C 5.1275 -0.5994 -2.3823
O 6.3956 0.6670 0.0920
C 7.6711 0.3556 -0.4899
H 2.4403 -1.3997 0.2307
H 1.9646 0.0057 1.2760
H 2.9334 -1.0652 1.8344
H 4.1824 -0.8802 -2.8471
H 5.9166 -0.4641 -3.1219
H 4.8540 0.4405 -2.2037
H 7.6983 -0.4975 -1.1678
H 8.3485 0.1566 0.3406
H 8.0781 1.2411 -0.9781
C 0.2683 -1.6420 -2.6127
O -0.4544 -2.1013 -1.4847
P -1.6190 -3.2590 -1.5852
O -2.3829 -3.4533 -0.3147
O -2.4881 -2.8827 -2.9106
C -3.4075 -1.8148 -2.7361
O -0.7460 -4.5999 -2.0939
C -1.2501 -5.9350 -1.9267
H 0.0421 -0.5799 -2.7071
H 0.0663 -2.0614 -3.5983
H 1.3505 -1.6269 -2.4831
H -4.3443 -2.2334 -3.1037
H -3.1871 -0.9741 -3.3940
H -3.7163 -1.4939 -1.7413
H -0.4947 -6.3909 -1.2867
H -1.1284 -6.5350 -2.8285
H -2.2331 -6.0010 -1.4602
C 4.8112 -1.9199 4.4327
O 4.4438 -0.8458 5.3247
P 3.6146 0.4876 4.8519
O 3.4904 1.5158 5.9345
O 4.4125 0.9565 3.4379
C 5.7419 1.5527 3.5005
O 2.1859 -0.0817 4.3200
C 1.0274 0.7416 4.4197
H 4.8898 -2.8395 5.0126
H 5.7170 -1.8237 3.8341
H 4.0204 -2.1622 3.7228
H 6.4400 0.7565 3.2419
H 6.1029 1.8768 4.4766
H 5.7960 2.3320 2.7403
H 1.2271 1.7359 4.0202
H 0.8462 0.9821 5.4673
H 0.1345 0.3899 3.9029
C -2.8311 5.2332 -6.4104
O -2.9646 5.6088 -5.0245
P -1.6866 5.3997 -4.1105
O -1.7933 5.8129 -2.6730
O -1.1963 3.7802 -4.3471
C -0.0610 3.1941 -3.7733
O -0.5998 6.3267 -4.9136
C 0.5746 6.7319 -4.3273
H -2.1349 4.4113 -6.5768
H -2.4112 6.0759 -6.9596
H -3.8273 4.9485 -6.7491
H -0.1262 2.3047 -3.1465
H 0.3432 3.9840 -3.1403
H 0.6917 3.0247 -4.5432
H 0.6648 7.8173 -4.3710
H 1.4450 6.4453 -4.9175
H 0.8139 6.5663 -3.2768
C 0.2475 -6.7779 3.8009
O 0.0597 -5.3492 3.9028
P 1.3397 -4.3437 3.9846
O 2.4892 -4.7018 3.0893
O 0.6075 -2.8772 3.7765
C -0.0251 -2.4932 2.5349
O 1.7943 -4.2532 5.5253
C 2.2206 -3.1778 6.2899
H 1.2857 -6.9420 3.5122
H -0.4244 -7.2571 3.0888
H 0.1634 -7.3892 4.6994
H -0.6739 -3.2209 2.0475
H 0.8066 -2.2109 1.8893
H -0.6577 -1.6093 2.6159
H 3.0609 -3.5222 6.8927
H 1.5151 -2.7495 7.0018
H 2.6120 -2.3568 5.6892
C -3.8264 0.0426 2.6382
C -3.8622 -1.2726 1.8251
O -4.5318 -2.2478 2.5078
S -5.5360 -1.4893 3.5985
O -5.7693 -2.1933 4.9001
O -6.6841 -0.8950 2.9698
O -4.3931 -0.3777 3.8041
H -4.3699 0.8662 2.1751
H -2.8001 0.3797 2.7836
H -2.8268 -1.5954 1.7158
H -4.3447 -1.1150 0.8605
C -5.3674 1.5626 -3.5625
C -4.6058 2.6142 -4.4097
O -5.4575 3.0331 -5.4016
S -7.0849 2.6635 -5.1072
O -7.6147 1.9457 -6.2533
O -7.8693 3.7929 -4.5773
O -6.7594 1.6354 -3.9166
H -5.2611 1.5647 -2.4777
H -5.0383 0.5612 -3.8398
H -3.7112 2.2443 -4.9107
H -4.3386 3.4472 -3.7595

12
Properties=species:S:1:pos:R:3 method="wB97M-V/def2-TZVPD" smiles="C=C(O)C#CC" gap_ev=9.3 lumo_energy_ev=0.82 homo_energy_ha=-0.3110 de_lowest_kj_mol=255.4 energy_ha=-269.2489
C -2.6633 0.1728 -0.4814
C -1.2587 -0.0992 -0.1843
C -0.0965 -0.3016 0.0843
C 1.3103 -0.4059 0.3150
O 1.8994 -1.6264 0.2099
C 2.1607 0.6073 0.5753
H -3.0047 1.0485 0.0814
H -2.8020 0.3845 -1.5467
H -3.2999 -0.6766 -0.2145
H 3.1376 0.5539 0.0996
H 1.8778 1.5292 1.0449
H 2.7250 -1.3399 0.6550

11
Properties=species:S:1:pos:R:3 method="wB97M-V/def2-TZVPD" smiles="C/C=N/OC=S" gap_ev=8.8 lumo_energy_ev=-0.33 homo_energy_ha=-0.3338 de_lowest_kj_mol=476.2 energy_ha=-645.3303
C 1.3398 -1.5231 -1.0177
C 0.2871 -0.3248 -0.5821
C -1.3621 1.7563 1.5578
H 0.8182 -2.0670 -2.0770
H 2.1786 -0.9804 -1.5291
H 1.7445 -1.9885 -0.1096
H 0.0065 0.2957 -1.4658
H -0.7951 1.3793 2.5798
N -0.3933 -0.2305 0.5466
O -1.1776 0.8636 0.4819
S -2.6466 2.8195 1.6151

15
Properties=species:S:1:pos:R:3 method="wB97M-V/def2-TZVPD" gap_ev=8.9 lumo_energy_ev=4.27 charge=-1 homo_energy_ha=-0.1683 de_lowest_kj_mol=46.2 energy_ha=-399.6602
O -0.9010 0.4049 -1.1445
C -0.3186 1.4870 -0.8543
O 0.6334 1.6490 -0.0751
C -0.8050 2.7077 -1.6493
H -0.8913 2.4819 -2.7174
H -1.8212 2.9455 -1.3297
H -0.1342 3.5529 -1.5242
N 0.8794 -2.4725 2.1727
C 0.6752 -1.3666 1.2664
O -0.0824 -1.7686 0.1608
H -0.0120 -2.9391 2.3213
H 1.5147 -3.1535 1.7906
H 0.1800 -0.5551 1.8031
H 1.6592 -0.9905 0.9789
H -0.3885 -0.9659 -0.3403

12
Properties=species:S:1:pos:R:3 method="wB97M-V/def2-TZVPD" gap_ev=9.4 lumo_energy_ev=0.32 homo_energy_ha=-0.3352 de_lowest_kj_mol=513.5 energy_ha=-976.6784
C 1.0269 0.4525 0.6296
C 0.2941 -0.6251 -0.1511
C -0.8944 -0.0951 -0.9902
H -0.7336 1.0773 2.1464
H 1.5180 -0.2184 1.5023
H 1.6936 0.9104 -0.0086
H -0.2893 -0.9782 0.7210
H 1.1822 -1.3689 -0.6371
H -0.9071 1.1522 -1.8032
H -2.1718 -0.2880 -0.3736
S 0.2016 1.7279 1.1554
Cl -0.9203 -1.7467 -2.1907

52
Properties=species:S:1:pos:R:3 method="wB97M-V/def2-TZVPD" gap_ev="7.2 / 7.2" lumo_energy_ev="-0.48 / -0.49" homo_energy_ha="-0.2820 / -0.2821" de_lowest_kj_mol=0.0 energy_ha=-2158.7240
Tc -0.6218 0.3890 1.0052
O 1.5615 -4.7244 -1.6649
C 1.0895 -3.6364 -1.0192
C 1.7626 -3.0538 0.0555
C 1.1848 -1.9497 0.6483
N 0.0275 -1.4681 0.2275
C -0.5990 -1.9793 -0.8250
C -0.1072 -3.0853 -1.4832
C -1.8079 -1.1614 -1.2060
O -2.5044 -1.4378 -2.1538
O -1.9362 -0.1238 -0.4246
C 1.7729 -1.1002 1.7481
O 2.8780 -1.2987 2.1990
O 0.9373 -0.1705 2.1251
H 2.3911 -5.0126 -1.2671
H 2.7130 -3.4188 0.4226
H -0.6282 -3.4955 -2.3356
S -1.5449 2.1662 2.1942
C 3.5573 0.0901 -2.0895
C 3.9267 1.5241 -1.7265
C 3.4470 1.9581 -0.3459
S 1.6869 2.2383 -0.0978
O 1.0054 0.9547 -0.5563
C 1.3364 3.4699 -1.3887
C 0.7985 2.8718 -2.6897
C -0.7037 2.6255 -2.6457
H 4.0143 -0.1900 -3.0390
H 2.4801 -0.0398 -2.1666
H 3.9172 -0.6032 -1.3263
H 3.5631 2.2197 -2.4875
H 5.0152 1.6292 -1.7260
H 3.9089 2.8980 -0.0291
H 3.6936 1.2110 0.4140
H 2.2635 4.0270 -1.5361
H 0.6069 4.1517 -0.9493
H 1.3221 1.9421 -2.9167
H 1.0378 3.5721 -3.4942
H -0.9690 1.8985 -1.8804
H -1.0607 2.2466 -3.6031
H -1.2411 3.5525 -2.4351
C -1.9664 0.5097 2.2711
C -3.1107 -0.1466 2.8626
C -3.3023 -1.5008 2.5816
C -4.3981 -2.1692 3.0992
C -5.2974 -1.4898 3.9104
C -5.1094 -0.1441 4.2022
C -4.0206 0.5295 3.6779
H -2.5816 -2.0051 1.9507
H -4.5524 -3.2156 2.8730
H -6.1536 -2.0113 4.3190
H -5.8159 0.3764 4.8347
H -3.8664 1.5800 3.8870